*one*
Entry from the Open Molecules 2025 dataset: a cluster of 2 separate species, C3H9N2 in total (ωB97M-V with the def2-TZVPD basis set).

The geometry in XYZ format:
```
14
Properties=species:S:1:pos:R:3
C -0.1901 -1.2013 0.3146
C 0.1098 -0.1756 -0.8146
C 1.0822 1.0511 1.9413
N -0.4792 0.1709 0.4689
N -1.0510 0.0074 -1.7681
H -1.0459 -1.8940 0.1117
H 0.7004 -1.4958 0.8564
H 1.1728 0.1772 -1.1847
H 1.7613 1.4664 1.1392
H 0.4411 1.5528 2.5923
H 1.3519 0.0461 2.2795
H -1.8145 0.3615 -1.2484
H -1.2433 -0.9527 -2.2971
H -0.7955 0.8861 -2.3910
```

The value obtained for the HOMO energy (alpha / beta) is -13.371 / -13.352 eV. The total charge is +1. The gap between HOMO and LUMO (alpha / beta) is 8.8 / 8.8 eV. As for the multiplicity: 1.

***

*two*
Entry from the Open Molecules 2025 dataset: the ion C3H9N2 with charge +1 (ωB97M-V with the def2-TZVPD basis set).

The geometry in XYZ format:
```
14
Properties=species:S:1:pos:R:3
C -1.4182 0.9643 -0.0319
N -1.4228 -0.2869 -0.1908
C -0.2583 -1.1063 0.2004
N 0.7884 -0.2820 0.6248
C 1.4643 0.6183 -0.3187
H -0.6127 1.1244 0.7667
H -2.2489 1.6289 -0.4748
H -2.1647 -0.7616 -0.7639
H -0.4773 -1.8877 1.0253
H 0.0137 -1.8187 -0.6288
H 1.4179 -0.7173 1.2851
H 2.0037 1.4224 0.2308
H 2.3054 0.1589 -0.7690
H 0.6097 0.9434 -0.9552
```

The value obtained for the HOMO energy is -13.938 eV. The total charge is +1. The gap between HOMO and LUMO is 9.0 eV. Its SMILES is C=[NH+]CNC. As for the multiplicity: 1.

***

Relative calculated energies, zero for the most stable structure, unit kcal/mol: *one* 74.9; *two* 0.0.

***

*one*
Entry from the Open Molecules 2025 dataset: a cluster of 2 separate species, C3H9N2 in total (ωB97M-V with the def2-TZVPD basis set).

The geometry in XYZ format:
```
14
Properties=species:S:1:pos:R:3
C 0.0425 0.3159 -1.2576
C 0.8624 -0.2054 -0.1064
C -0.5131 -0.1171 0.2171
N 1.3294 1.7922 0.8411
N -1.3671 -1.2886 0.3245
H 0.0261 1.2820 -1.6002
H -0.2728 -0.3034 -2.1337
H 1.7608 -0.7542 -0.0156
H -0.8761 0.6179 0.9117
H 1.9988 2.1776 0.0639
H 1.8798 1.2350 1.5084
H -2.2621 -1.2102 -0.2476
H -1.6984 -1.3789 1.3155
H -0.9102 -2.1628 0.1788
```

The value obtained for the HOMO energy (alpha / beta) is -14.029 / -13.508 eV. The total charge is +1. The gap between HOMO and LUMO (alpha / beta) is 9.5 / 9.2 eV. As for the multiplicity: 1.

***

*two*
Entry from the Open Molecules 2025 dataset: the ion C3H9N2 with charge +1 (ωB97M-V with the def2-TZVPD basis set).

The geometry in XYZ format:
```
14
Properties=species:S:1:pos:R:3
C -1.2150 1.5111 0.1383
C -0.2378 0.4018 0.1630
N 0.4935 0.2999 1.3330
C -0.0413 -0.4398 -0.8772
N 0.8529 -1.5859 -0.8341
H -1.9822 1.2694 -0.6033
H -0.8874 2.5273 -0.0563
H -1.6198 1.6446 1.1514
H 0.4108 1.0165 2.0395
H 1.4507 0.0122 1.2322
H -0.9251 -0.6620 -1.4631
H 1.8743 -1.5431 -0.8557
H 0.5768 -2.2264 -1.5826
H 0.5965 -2.1561 -0.0077
```

The value obtained for the HOMO energy is -13.434 eV. The total charge is +1. The gap between HOMO and LUMO is 9.7 eV. Its SMILES is C/C(N)=C/[NH3+]. As for the multiplicity: 1.

***

Relative calculated energies, zero for the most stable structure, unit kcal/mol: *one* 99.0; *two* 0.0.

***

*one*
Entry from the Open Molecules 2025 dataset: a structure of composition H3NOSSi (ωB97M-V with the def2-TZVPD basis set).

The geometry in XYZ format:
```
7
Properties=species:S:1:pos:R:3
N 0.9580 1.2541 1.4246
O 2.6726 2.2025 0.1343
Si 0.6160 0.4341 -0.2138
S 2.1009 2.2378 1.4820
H 1.7792 -0.2066 -0.7874
H 0.4299 1.4266 -1.1153
H -0.4284 -0.6004 0.1360
```

The value obtained for the HOMO energy is -10.623 eV. The total charge is 0. The gap between HOMO and LUMO is 9.8 eV. As for the multiplicity: 1.

***

*two*
Entry from the Open Molecules 2025 dataset: an isolated molecule of H3NOSSi (ωB97M-V with the def2-TZVPD basis set).

The geometry in XYZ format:
```
7
Properties=species:S:1:pos:R:3
N 1.9314 -0.7545 0.6873
O -1.7406 0.0264 0.6736
Si 1.1387 0.2099 -0.3925
S -1.0961 -0.7391 -0.6388
H 1.2089 -0.0064 -1.7879
H 0.5116 1.6537 -0.0339
H -1.9540 -0.3901 1.4923
```

The value obtained for the HOMO energy (alpha / beta) is -9.010 / -9.288 eV. The total charge is 0. The gap between HOMO and LUMO (alpha / beta) is 7.0 / 5.8 eV. As for the multiplicity: 1.

***

Relative calculated energies, zero for the most stable structure, unit kcal/mol: *one* 0.0; *two* 106.1.

***

*one*
Entry from the Open Molecules 2025 dataset: a cluster of 2 separate species, CH7N2OP in total (ωB97M-V with the def2-TZVPD basis set).

The geometry in XYZ format:
```
12
Properties=species:S:1:pos:R:3
C 0.0130 1.7896 0.0993
N 2.6080 -1.1133 -0.0254
N -2.7074 -0.8899 0.2861
O -0.9372 0.9433 0.1086
P -1.0994 -0.5799 -0.3251
H 3.4631 -0.4762 -0.0952
H 0.8873 1.7439 -0.3652
H -0.1897 2.7147 0.7670
H 1.8842 -0.4817 -0.0689
H 2.5861 -1.7791 -0.7355
H -3.1771 -1.7476 0.0721
H -3.3311 -0.1237 0.2820
```

The value obtained for the HOMO energy (alpha / beta) is -6.879 / -7.381 eV. The total charge is 0. The gap between HOMO and LUMO (alpha / beta) is 7.6 / 7.6 eV. As for the multiplicity: 1.

***

*two*
Entry from the Open Molecules 2025 dataset: a cluster of 2 separate species, CH7N2OP in total (ωB97M-V with the def2-TZVPD basis set).

The geometry in XYZ format:
```
12
Properties=species:S:1:pos:R:3
C 1.5953 0.7692 0.0600
N -2.2761 0.2344 0.4125
N 1.1264 -0.5737 -0.2135
O -1.0894 -1.4767 -1.0793
P -1.5414 -1.2405 0.4726
H 2.7492 0.8674 -0.0033
H 1.2962 1.5633 -0.7201
H 1.3680 1.1213 1.1197
H -2.6250 0.5328 1.3681
H -2.2160 0.7416 -0.4788
H 1.7273 -1.4190 0.0612
H -0.1146 -1.1202 -0.9991
```

The value obtained for the HOMO energy (alpha / beta) is -7.364 / -7.288 eV. The total charge is 0. The gap between HOMO and LUMO (alpha / beta) is 6.8 / 6.7 eV. As for the multiplicity: 1.

***

Relative calculated energies, zero for the most stable structure, unit kcal/mol: *one* 21.0; *two* 0.0.

***

*one*
Entry from the Open Molecules 2025 dataset: the ion C5H10NO with charge +1 (ωB97M-V with the def2-TZVPD basis set).

The geometry in XYZ format:
```
17
Properties=species:S:1:pos:R:3
C -1.9937 -0.0562 -0.0525
C -0.9266 0.3840 0.9843
C 0.4057 0.3872 0.2579
C 0.6602 1.6492 -0.3971
C 2.2421 -1.2200 0.0043
N 1.1999 -0.5736 0.5825
O -1.6302 -1.3344 -0.4034
H -2.9756 -0.1292 0.4531
H -2.1886 0.5616 -1.0171
H -1.1442 1.3452 1.3967
H -1.0503 -0.3516 1.9072
H -1.0830 -1.6478 0.3636
H 1.5368 1.8837 -0.8899
H -0.1011 2.4290 -0.4872
H 1.9734 -2.0072 -0.6180
H 2.8517 -1.7749 0.7411
H 2.8527 -0.5022 -0.6608
```

The value obtained for the HOMO energy (alpha / beta) is -14.365 / -14.410 eV. The total charge is +1. The gap between HOMO and LUMO (alpha / beta) is 6.5 / 7.0 eV. As for the multiplicity: 1.

***

*two*
Entry from the Open Molecules 2025 dataset: the ion C5H10NO with charge +1 (ωB97M-V with the def2-TZVPD basis set).

The geometry in XYZ format:
```
17
Properties=species:S:1:pos:R:3
C -0.1960 0.6794 1.5764
C 0.6673 0.1221 0.3961
C -0.3556 0.6347 -0.5616
C 0.0996 1.5837 -1.5252
C -1.3205 -1.6281 -0.8797
N -1.2307 -0.2950 -0.8574
O -1.1489 -0.2742 1.5328
H 0.7018 0.4854 2.1553
H -0.2914 1.7376 1.6181
H 1.5116 0.7573 0.3409
H 0.7637 -1.0899 0.2203
H -1.9295 0.1222 1.8164
H 0.0526 1.4397 -2.5773
H 0.9284 2.2088 -1.3442
H -1.9553 -1.8774 -0.0910
H -0.4166 -2.3837 -0.6961
H -1.7312 -2.0426 -1.7989
```

The value obtained for the HOMO energy (alpha / beta) is -13.984 / -14.211 eV. The total charge is +1. The gap between HOMO and LUMO (alpha / beta) is 7.3 / 7.8 eV. As for the multiplicity: 1.

***

*three*
Entry from the Open Molecules 2025 dataset: the ion C5H10NO with charge +1 (ωB97M-V with the def2-TZVPD basis set).

The geometry in XYZ format:
```
17
Properties=species:S:1:pos:R:3
C -1.4290 -0.2878 0.6179
C -0.7976 0.9545 1.2092
C 0.2386 1.4606 0.0934
N 1.3030 0.5465 -0.2843
C 1.2224 -0.9288 -0.1776
C 0.9909 -1.6584 -1.3543
O -0.2597 -1.4907 -1.9320
H -0.4972 -0.8216 -0.1640
H -2.2296 -0.0759 -0.1052
H -1.6901 -1.0817 1.3267
H -1.4982 1.7686 1.4172
H -0.3068 0.7520 2.0964
H 0.6561 2.3933 0.4059
H -0.3903 1.6146 -0.8483
H 1.4379 0.6457 -1.3947
H 1.6394 -1.3325 0.7818
H 1.6104 -2.4584 -1.6881
```

The value obtained for the HOMO energy is -15.012 eV. The total charge is +1. The gap between HOMO and LUMO is 7.4 eV. Its SMILES is CCC/[NH+]=C/C=O. As for the multiplicity: 1.

***

Relative calculated energies, zero for the most stable structure, unit kcal/mol: *one* 0.0; *two* 50.3; *three* 20.0.

***

*one*
Entry from the Open Molecules 2025 dataset: the ion C5H10NO with charge +1 (ωB97M-V with the def2-TZVPD basis set).

The geometry in XYZ format:
```
17
Properties=species:S:1:pos:R:3
C -0.3068 -0.8231 -0.2454
C 0.9743 1.5752 0.0269
C 2.1797 -0.4808 0.2171
C -2.3010 0.4115 0.4976
C 0.9600 0.2828 -0.3573
N -1.5145 -0.1538 -0.5642
O 1.1149 2.6091 0.4676
H -0.2504 -1.2438 0.7022
H -0.0062 -1.6400 -1.0429
H 1.8123 -1.5435 0.5137
H 3.0753 -0.5298 -0.4546
H 2.4659 -0.0551 1.2050
H -3.2329 -0.2383 0.3684
H -2.5130 1.5065 0.3546
H -1.8719 0.1029 1.3527
H -1.6508 -0.1492 -1.5541
H 1.0653 0.3694 -1.4873
```

The value obtained for the HOMO energy is -12.983 eV. The total charge is +1. The gap between HOMO and LUMO is 8.1 eV. As for the multiplicity: 1.

***

*two*
Entry from the Open Molecules 2025 dataset: a structure of composition C5H10NO (ωB97M-V with the def2-TZVPD basis set).

The geometry in XYZ format:
```
17
Properties=species:S:1:pos:R:3
C -0.1852 0.5511 0.5706
C -1.4915 2.2984 -0.4487
C -0.7888 0.2862 -1.8286
C 2.0364 -2.5167 1.5941
C -0.7675 1.0004 -0.5355
N 0.8667 -0.9606 0.4409
O 1.2175 -1.3549 1.5599
H -2.5169 2.1752 -0.7963
H -1.4966 2.7149 0.5545
H -1.0097 3.0100 -1.1209
H -1.7097 -0.2991 -1.8821
H -0.8064 0.9876 -2.6583
H 0.0470 -0.3979 -1.9234
H 1.5475 -3.2324 2.2587
H 2.9927 -2.2325 2.0412
H 2.1813 -2.9361 0.5960
H -0.1168 0.9065 1.5779
```

The value obtained for the HOMO energy is -14.617 eV. The total charge is +1. The gap between HOMO and LUMO is 8.1 eV. As for the multiplicity: 1.

***

Relative calculated energies, zero for the most stable structure, unit kcal/mol: *one* 0.0; *two* 52.1.